1.
A molecular structure, C27H45MgN6O3PS in a non-equilibrium geometry. Source: the OMol25 dataset; level of theory: wB97M-V/def2-TZVPD.

Properties
Orbital gap ... 7.57 eV
F_max ... 1.36 eV Å⁻¹
E_LUMO ... -0.03 eV

```
! RIJCOSX wB97M-V def2-TZVPD def2/J DEFGRID3
* xyz 0 1
S 0.80647 0.50675 2.96600
P -0.88315 0.63190 -0.44902
Mg 1.79940 -1.04404 0.71858
O 1.35943 -2.65522 -0.19254
O 0.51695 0.05511 -0.29936
O 0.38765 -4.70497 -0.27822
N 2.06544 -0.27361 5.18758
N 3.36559 -0.37727 3.35851
N 3.41185 -0.47425 1.99173
N 1.46898 -2.74819 2.42315
N 1.19769 -3.91668 1.68678
N 3.45956 -0.81369 -0.64206
C -1.31791 0.52827 -2.22764
C 5.81445 -0.96086 -2.06311
C -1.99067 -1.68983 0.66031
C -2.79129 0.74167 -2.63144
C -4.28918 -0.59738 1.68710
C 4.55938 -0.28227 1.43862
C 0.94714 -3.77823 0.30162
C 2.16853 -0.08559 3.83630
C 5.77909 0.14045 2.19475
C -2.98356 -1.65607 -3.39732
C -0.76095 2.39816 -0.02859
C -3.39138 0.41919 0.95868
C -0.69617 -0.68645 -2.95236
C -3.62820 -0.53759 -2.57666
C 5.82910 -0.62491 -0.71568
C -1.55850 -1.94740 -2.92468
C -2.03359 3.27046 -0.00880
C -2.45269 -2.29036 1.99736
C -0.22285 3.98649 -1.95166
C 4.61064 -1.23661 -2.68641
C -1.63134 4.74579 0.02581
C 0.35980 3.05175 -0.89104
C 4.62826 -0.56495 -0.02645
C 3.45476 -1.15855 -1.93094
C -3.46866 -1.37978 2.71208
C -0.95608 5.16858 -1.29311
C -1.96792 -0.15692 0.76656
H -2.66102 3.09332 -0.88832
H -3.84489 0.70474 0.00658
H 0.28130 -0.89777 -2.52379
H 2.29089 -2.87343 2.99269
H -3.73393 -0.86516 -1.54057
H -0.54262 -0.38948 -3.99605
H 6.76259 -0.43604 -0.20321
H -1.70442 5.56378 -1.98396
H -0.24978 5.97919 -1.09896
H -3.25594 1.52461 -2.02830
H -2.95840 -1.35045 -4.45076
H 0.69998 -2.49242 3.02708
H 1.32514 0.22567 5.64507
H -0.38156 2.32043 0.99532
H 6.74396 -1.01900 -2.61720
H -4.74266 -1.29366 0.97208
H 4.56516 -1.52424 -3.72967
H -0.94334 4.89394 0.86502
H 6.39824 0.81253 1.59606
H 6.38588 -0.72869 2.47261
H -1.01353 -2.08184 0.38453
H 0.99910 2.29054 -1.33984
H -2.50403 5.36981 0.22394
H -4.63443 -0.32592 -2.94299
H 2.93272 -0.37711 5.69089
H -1.09845 -2.70859 -3.55611
H -2.89968 -3.26526 1.79960
H 0.69423 -4.65686 2.13600
H -0.75315 1.40142 -2.56564
H -2.63860 3.03856 0.86328
H -3.33388 1.32127 1.56732
H -1.59310 -2.46925 2.64868
H -5.10898 -0.06792 2.17089
H -1.56994 -2.36357 -1.91773
H 5.47904 0.63899 3.10927
H 1.01313 3.63290 -0.23348
H -3.59173 -2.56102 -3.34270
H -2.94376 -0.66433 3.35536
H -4.11447 -1.97169 3.36177
H -2.68307 -1.99657 -0.12027
H 2.48400 -1.39487 -2.35214
H -1.37626 0.06992 1.66300
H -0.92209 3.43624 -2.59029
H 0.57177 4.34917 -2.60545
H -2.79553 1.10516 -3.66404
*
```



2.
A molecular structure, C14H35BaN2O4Se2Si2Te in a non-equilibrium geometry. Source: the OMol25 dataset; level of theory: wB97M-V/def2-TZVPD.

Properties
Orbital gap ... 6.05 eV
Energy above the lowest of the compared OMol25 structures with the same formula, charge and spin ... 50.2 kcal/mol
F_max ... 5.48 eV Å⁻¹
E_LUMO ... 1.82 eV

```
! RIJCOSX wB97M-V def2-TZVPD def2/J DEFGRID3
* xyz -1 1
Ba -1.95982 -0.88747 -0.95198
Te 1.52858 0.12263 -1.27902
Se -2.96431 -3.70239 -0.37139
Se -2.69239 -0.01839 1.87171
Si 4.45889 0.16296 0.51336
Si 0.47160 3.31988 -1.55568
O -2.81539 1.23981 -4.32127
O -1.73730 0.37620 -2.57479
O -5.42652 -1.61193 2.91421
O -4.13040 -2.91340 4.90647
N -0.89055 -1.65455 -4.07707
N -1.37964 -0.45747 -4.64511
C -4.76332 -2.49760 2.04177
C 3.62333 0.75197 -1.08555
C 6.31296 0.65746 0.49543
C -2.47473 -1.72701 2.86978
C -2.04894 0.45318 -3.78792
C 0.16822 4.72344 -2.81817
C 1.85283 3.87838 -0.34359
C -3.59469 -3.69890 3.87774
C 1.03176 1.79110 -2.53765
C 3.63222 0.97439 2.02825
C -1.10825 2.98583 -0.56041
C -2.72334 -3.91690 1.58087
C 4.34529 -1.73741 0.63775
C -3.37519 -2.92569 2.54675
H -0.16764 5.63358 -2.33207
H 4.15637 0.38856 -1.96045
H -5.39354 -3.38782 1.95283
H -3.12876 -4.91674 1.75146
H 1.06532 4.96066 -3.38176
H 6.81527 0.34220 1.40554
H -1.84692 -0.53615 -5.54669
H -4.95368 -0.76572 2.85595
H -1.83774 2.49056 -1.19387
H -4.66951 -2.04250 1.04756
H 6.43382 1.73304 0.41274
H -1.55687 3.90725 -0.20173
H 1.53266 4.74632 0.22436
H -0.02160 -1.91752 -4.53698
H 4.86051 -2.21818 -0.18799
H 4.01933 0.57090 2.95919
H 3.80226 2.04681 2.04316
H 2.76492 4.15242 -0.86597
H 4.78521 -2.10654 1.55916
H -0.59865 4.42299 -3.52374
H -4.25144 -4.56009 3.66380
H -1.55741 -2.42169 -4.17056
H 2.55822 0.81055 2.01845
H -0.93449 2.34735 0.30395
H -2.64268 -4.09115 4.25335
H -2.63852 -1.43151 3.91019
H -1.64556 -3.96139 1.75548
H 0.20724 1.43582 -3.14061
H 3.30880 -2.06131 0.61015
H 2.09518 3.09392 0.36741
H 6.83786 0.20423 -0.33988
H 3.61868 1.83476 -1.13675
H -1.42411 -1.99760 2.76052
H 1.87798 1.96067 -3.19651
H -4.81140 -2.35481 4.48578
*
```



3.
A molecular structure, C17H32ClHfN7O14 in a non-equilibrium geometry. Source: the OMol25 dataset; level of theory: wB97M-V/def2-TZVPD.

Properties
Orbital gap ... 1.61 eV
F_max ... 3.97 eV Å⁻¹
E_LUMO ... -17.22 eV

```
! RIJCOSX wB97M-V def2-TZVPD def2/J DEFGRID3
* xyz 4 1
Hf -37.05473 -15.10820 4.17319
Cl -33.40172 -16.83211 3.94945
O -31.80962 -13.75340 -0.83671
O -36.97600 -17.23772 5.45412
O -32.34496 -18.84942 -0.76085
O -35.91838 -14.90403 1.93115
O -34.12980 -13.95135 1.25169
O -34.20624 -19.87188 -0.98310
O -32.97657 -16.44316 2.62738
O -29.73267 -13.63998 -0.35165
O -30.38606 -21.84264 6.45637
O -35.89314 -18.75733 6.44948
O -32.15115 -22.99656 6.19795
O -32.54932 -16.20213 4.92024
O -33.48808 -18.23176 4.14745
O -34.69953 -16.17064 4.12802
N -31.18351 -12.25782 2.83782
N -33.17377 -19.67675 -0.41436
N -31.57534 -21.93056 6.25335
N -30.78173 -14.24857 -0.44014
N -31.14860 -10.88283 1.14586
N -36.88340 -18.13564 6.30136
N -35.07482 -14.65637 1.06412
C -30.87147 -15.65606 0.07087
C -38.06937 -18.59484 7.11068
C -27.46522 -17.52812 1.48626
C -31.94806 -11.56902 1.97743
C -29.12487 -19.32824 1.61026
C -33.05591 -20.17532 0.97432
C -35.26362 -15.31175 -0.26203
C -29.52406 -17.35062 2.89193
C -29.88031 -12.06458 2.49721
C -31.63840 -9.95389 0.13883
C -27.87714 -18.77385 1.11395
C -31.65812 -12.58430 5.27942
C -28.29670 -16.80763 2.32548
C -31.59324 -13.19956 3.89251
C -29.85013 -11.15396 1.46179
C -32.36575 -20.70463 5.94861
C -29.93285 -18.58333 2.45854
H -30.68148 -12.27072 5.64368
H -29.33564 -20.38018 1.45187
H -30.88868 -9.86945 -0.65041
H -38.04173 -19.67444 7.15593
H -27.30653 -19.36051 0.39911
H -33.47454 -21.17166 1.07064
H -33.02461 -11.57407 1.95855
H -31.89153 -19.78301 6.26845
H -32.52529 -10.35462 -0.34363
H -33.38652 -20.79991 6.30421
H -33.55942 -19.47607 1.64130
H -30.08381 -16.68451 3.53897
H -35.04562 -16.36049 -0.04655
H -29.87940 -16.08368 -0.01754
H -26.61416 -17.00386 1.07148
H -38.00207 -18.07963 8.06905
H -30.85021 -19.03134 2.81717
H -38.96447 -18.19689 6.63582
H -31.76599 -8.93539 0.50060
H -32.57432 -13.54765 3.56047
H -29.11544 -12.50898 3.11126
H -34.56782 -14.87923 -0.96946
H -32.36007 -11.75069 5.28741
H -31.61065 -16.20042 -0.50945
H -36.31987 -15.24005 -0.50502
H -31.29681 -15.47340 1.05997
H -27.99302 -15.78350 2.51746
H -32.05076 -13.32033 5.98051
H -32.38693 -20.75171 4.85822
H -29.03205 -10.79468 0.85866
H -32.02419 -20.14106 1.30814
H -30.97176 -14.09220 3.85168
*
```



4.
A molecular structure, C2H5BrO in a non-equilibrium geometry. Source: the OMol25 dataset; level of theory: wB97M-V/def2-TZVPD.

Properties
Orbital gap ... 9.57 eV
Energy above the lowest of the compared OMol25 structures with the same formula, charge and spin ... 80.8 kcal/mol
F_max ... 8.75 eV Å⁻¹
E_LUMO ... 0.31 eV

```
! RIJCOSX wB97M-V def2-TZVPD def2/J DEFGRID3
* xyz 0 1
Br -1.27318 1.32668 0.87942
O -1.31108 -0.80522 -0.83576
C 1.32385 0.65621 -0.07527
C 0.46149 0.23761 0.83355
H 2.31350 0.27901 -0.10865
H -0.52285 -1.09660 -1.18266
H 0.82788 1.14168 -0.87335
H -2.33672 -1.39418 -0.36879
H 0.51710 -0.34520 1.73152
*
```